C55H62BrN9O10S2 | ωB97M-V/def2-TZVPD

Values from the calculation:
- E_LUMO: -0.04 eV
- SMILES string: CC[C@@H](Br)C(=O)O[C@@](CON=O)(CC(=O)O)SCC(=O)OC[C@H](C)OC(=O)CS.c1ccncc1.c1ccncc1.c1ccncc1.c1ccncc1.c1ccncc1.c1ccncc1.c1ccncc1.c1ccncc1
- Net charge: 0
- M: 1153.192 Da
- Spin multiplicity: 1
- Largest force on an atom: 0.0181 Eh/bohr
- Orbital gap: 9.43 eV

Structure (XYZ):
```
139
Properties=species:S:1:pos:R:3:forces:R:3:lowdin_charge:R:1
C -3.61117 0.67224 -2.65262 0.18 -0.25 0.29 -0.09
C -3.85500 -0.82819 -2.92854 -0.25 0.78 0.32 -0.26
C -3.54115 -1.68619 -1.69370 -0.10 -0.23 -0.35 -0.61
Br -5.13504 -1.86401 -0.58972 0.13 0.12 0.12 0.82
C -3.04856 -3.07156 -2.06643 -0.46 -0.69 -0.01 -0.53
O -3.66501 -4.07570 -1.90676 0.13 0.12 0.07 0.13
O -1.83451 -3.09146 -2.75147 0.16 0.86 0.31 -0.03
C -0.64928 -3.48195 -2.07391 0.59 -0.48 0.12 -0.60
C -0.38704 -5.01052 -2.35096 0.52 0.08 -0.33 -0.17
O -1.51828 -5.68634 -2.84066 -0.10 -0.13 0.21 -0.08
N -1.51594 -5.66969 -4.24774 -0.07 0.26 0.05 -0.01
O -2.54349 -6.01670 -4.66688 0.03 -0.12 0.02 0.08
C 0.53499 -2.71864 -2.68855 -0.71 -0.14 -0.16 -0.06
C 0.49427 -1.20555 -2.81420 0.81 0.20 0.18 -0.49
O 1.44174 -0.62822 -3.27605 -0.67 -0.18 -0.14 0.12
O -0.60323 -0.51495 -2.43481 0.08 0.36 0.11 0.11
S -0.73653 -3.28141 -0.23078 -0.35 0.20 -0.11 1.08
C 0.63610 -2.17519 0.20457 0.17 0.14 0.13 -0.34
C 0.42854 -1.76200 1.65464 -0.12 -0.44 0.36 -0.55
O 0.20569 -2.55093 2.52798 0.04 0.44 -0.37 0.15
O 0.49932 -0.41936 1.86065 0.18 -0.08 0.19 -0.01
C 1.84767 0.09759 1.99621 -0.23 -0.08 0.04 -0.09
C 1.85830 1.17262 3.05305 0.04 0.32 -0.61 -0.31
C 3.04788 2.11668 2.85308 0.12 -0.06 0.22 -0.01
O 1.93890 0.55341 4.35087 0.29 0.40 0.06 0.00
C 1.31264 1.22440 5.33683 -0.68 0.05 -0.16 -0.54
O 0.19925 1.67787 5.21602 0.53 0.01 0.00 0.10
C 2.09381 1.37273 6.61850 -0.41 -0.47 0.31 -0.45
S 3.07660 -0.07330 7.10207 0.33 0.08 -0.01 0.74
H -3.57493 0.84931 -1.57316 -0.11 0.03 -0.03 0.06
H -4.41630 1.29002 -3.04266 0.10 0.02 -0.17 0.08
H -2.65478 1.00191 -3.05170 -0.05 0.06 -0.11 0.07
H -4.92112 -0.93014 -3.12921 0.11 -0.37 -0.23 0.09
H -3.29289 -1.16040 -3.80037 0.04 -0.06 0.04 0.11
H -2.82625 -1.21421 -1.02828 0.19 0.01 -0.08 0.06
H -0.02328 -5.50839 -1.45485 -0.29 -0.07 0.03 0.11
H 0.40731 -5.08838 -3.10173 -0.07 0.02 -0.01 0.12
H 0.62281 -3.07708 -3.71887 0.04 0.08 0.00 0.15
H 1.46057 -2.99853 -2.18788 0.05 0.02 -0.04 0.14
H -0.84102 -0.69810 -1.51614 -0.30 -0.36 -0.15 0.09
H 0.69864 -1.27014 -0.39074 0.01 -0.03 -0.07 0.07
H 1.59662 -2.69230 0.15455 -0.04 -0.07 -0.07 0.11
H 2.51936 -0.71784 2.27627 0.11 0.11 0.01 0.15
H 2.16312 0.53775 1.04728 -0.03 -0.07 -0.03 0.14
H 0.93432 1.74228 2.94192 -0.13 -0.18 0.33 0.14
H 2.76127 3.01012 2.29680 -0.06 -0.13 -0.11 0.09
H 3.42791 2.44227 3.82245 -0.03 0.02 -0.02 0.08
H 3.88131 1.61915 2.35657 -0.01 0.03 0.05 0.06
H 2.77444 2.22121 6.53659 0.08 -0.06 -0.13 0.09
H 1.37049 1.59946 7.40011 0.05 0.09 -0.06 0.08
H 2.21449 -1.01716 6.71068 -0.11 0.03 -0.02 -0.13
N 0.79676 6.47824 5.11812 -0.17 -0.15 -0.10 0.04
C -0.32270 7.19191 5.01309 0.08 0.07 -0.01 -0.17
C -1.58269 6.70009 5.32600 0.00 -0.01 -0.04 -0.07
C -1.68964 5.39029 5.76254 0.02 0.03 -0.01 -0.06
C -0.53576 4.62889 5.86967 -0.10 0.01 0.13 -0.07
C 0.67269 5.21707 5.53886 0.09 0.10 -0.02 -0.18
H -0.19793 8.21028 4.66001 -0.05 0.01 0.01 0.11
H -2.45549 7.33013 5.22222 0.01 0.01 -0.02 0.10
H -2.65466 4.96585 6.00699 0.00 0.00 0.02 0.11
H -0.56828 3.60154 6.19799 0.01 -0.02 -0.04 0.09
H 1.60007 4.65734 5.61417 -0.02 -0.04 0.02 0.11
N -9.99718 -5.29888 -2.20432 0.02 0.03 0.01 0.05
C -10.62538 -4.18439 -1.83701 -0.03 -0.04 -0.01 -0.16
C -9.97347 -2.99693 -1.53968 0.02 -0.03 -0.01 -0.08
C -8.59100 -2.96637 -1.62728 0.01 0.04 0.01 -0.10
C -7.92012 -4.11746 -2.00647 0.01 0.01 -0.02 -0.08
C -8.66895 -5.25196 -2.28360 -0.03 -0.04 -0.02 -0.15
H -11.70645 -4.25070 -1.77864 0.00 0.04 0.01 0.10
H -10.53677 -2.12126 -1.24734 -0.02 0.00 0.00 0.10
H -8.04247 -2.06043 -1.40369 0.00 0.00 -0.01 0.07
H -6.84079 -4.13718 -2.08357 0.00 -0.01 0.02 0.08
H -8.18252 -6.17326 -2.58479 0.04 0.01 0.01 0.10
N 1.59738 -8.22328 -7.52844 -0.02 -0.01 0.03 0.05
C 1.88773 -9.40803 -6.99574 0.04 0.02 -0.04 -0.16
C 1.07508 -10.05936 -6.07972 -0.01 0.02 0.01 -0.08
C -0.10491 -9.44490 -5.69278 0.00 -0.01 0.02 -0.08
C -0.42200 -8.21090 -6.23717 0.06 -0.09 -0.03 -0.08
C 0.45944 -7.64730 -7.14786 0.03 0.03 -0.03 -0.15
H 2.82036 -9.85511 -7.32216 -0.01 -0.03 0.02 0.10
H 1.36230 -11.02297 -5.68183 0.01 0.00 -0.01 0.10
H -0.76653 -9.91911 -4.97909 -0.01 0.00 0.00 0.11
H -1.33202 -7.69897 -5.96839 -0.05 0.01 -0.05 0.07
H 0.24561 -6.68377 -7.59792 -0.03 0.00 0.02 0.10
N -4.39661 0.02883 -6.96877 0.02 -0.03 0.00 0.05
C -5.02626 -1.13152 -6.79828 -0.03 0.05 0.09 -0.16
C -4.75338 -2.27290 -7.53696 0.02 0.00 -0.01 -0.07
C -3.77357 -2.20371 -8.51397 0.02 -0.02 -0.01 -0.08
C -3.11019 -1.00276 -8.70707 -0.01 -0.02 0.01 -0.08
C -3.45687 0.07841 -7.91016 0.00 0.05 0.03 -0.16
H -5.78753 -1.14194 -6.02525 -0.02 -0.06 -0.02 0.10
H -5.29546 -3.18948 -7.34908 -0.01 0.00 0.01 0.10
H -3.53072 -3.07113 -9.11407 0.00 0.00 0.00 0.10
H -2.33897 -0.90323 -9.45843 0.01 0.01 0.00 0.10
H -2.95858 1.03433 -8.02841 0.02 -0.01 -0.03 0.10
N 2.95302 6.62887 8.85323 -0.05 0.01 -0.01 0.05
C 1.99439 7.12281 8.06778 0.12 -0.10 -0.01 -0.15
C 0.98671 7.95828 8.52790 -0.01 0.00 0.01 -0.07
C 0.97114 8.30033 9.87012 -0.03 0.02 0.01 -0.08
C 1.96115 7.79515 10.69704 -0.01 0.01 -0.01 -0.08
C 2.92471 6.96777 10.14015 0.04 -0.03 -0.02 -0.16
H 2.03038 6.82908 7.02346 0.06 0.16 0.18 0.07
H 0.23282 8.32923 7.84658 0.00 -0.02 -0.03 0.09
H 0.20059 8.94973 10.26587 0.00 0.00 0.00 0.10
H 1.98813 8.03515 11.75112 0.01 -0.01 0.01 0.10
H 3.71724 6.55355 10.75420 -0.02 0.01 0.03 0.10
N -1.65429 4.61294 -0.32079 0.01 0.00 0.03 0.05
C -0.94293 5.68839 0.01177 -0.02 0.00 -0.05 -0.16
C -0.39454 5.88933 1.27032 -0.02 -0.03 -0.03 -0.06
C -0.59899 4.92038 2.23910 -0.01 -0.02 -0.03 -0.07
C -1.33797 3.79491 1.90983 0.02 -0.03 0.02 -0.07
C -1.84031 3.69063 0.62088 -0.01 -0.01 -0.05 -0.16
H -0.80782 6.42389 -0.77390 0.02 0.02 0.02 0.10
H 0.17798 6.78185 1.48463 0.00 0.01 0.00 0.10
H -0.19090 5.04004 3.23145 0.01 -0.01 -0.01 0.07
H -1.52070 3.01351 2.63700 0.00 0.00 0.00 0.10
H -2.42310 2.82487 0.32349 -0.01 -0.01 0.03 0.10
N 5.56495 -1.04146 -3.28624 -0.04 0.03 -0.03 0.05
C 6.72132 -0.50131 -3.66561 0.00 -0.04 0.04 -0.17
C 6.82466 0.51752 -4.60024 -0.02 0.01 -0.01 -0.08
C 5.66098 1.00282 -5.17545 0.00 0.02 -0.02 -0.08
C 4.44959 0.45159 -4.79267 0.01 0.02 -0.02 -0.07
C 4.45199 -0.56458 -3.84804 0.06 -0.13 0.09 -0.15
H 7.60944 -0.90954 -3.19476 0.02 0.02 -0.02 0.10
H 7.79256 0.91850 -4.86853 0.01 -0.01 0.01 0.10
H 5.69886 1.79798 -5.90916 0.00 0.00 0.00 0.10
H 3.51554 0.79928 -5.21223 -0.02 -0.01 0.02 0.10
H 3.51568 -1.00905 -3.52785 0.22 0.07 -0.08 0.07
N 6.09673 0.74952 3.45373 0.06 -0.02 -0.04 0.05
C 6.55895 0.72217 4.70237 -0.09 -0.01 0.02 -0.15
C 7.89567 0.89739 5.02792 0.01 0.00 -0.02 -0.07
C 8.80238 1.10831 4.00206 0.02 0.00 0.00 -0.08
C 8.33707 1.13718 2.69732 0.01 0.00 0.02 -0.07
C 6.98037 0.95485 2.47862 -0.06 -0.01 0.00 -0.15
H 5.81661 0.54917 5.47486 0.02 -0.01 0.02 0.08
H 8.21447 0.86746 6.06064 -0.01 0.00 0.01 0.10
H 9.85427 1.24792 4.21538 0.00 0.00 0.00 0.11
H 9.00875 1.29837 1.86552 -0.01 0.00 -0.01 0.10
H 6.57732 0.97475 1.47114 0.04 0.00 -0.02 0.10
```
Forces are in eV/Å.